Record 1
{
  "formula": "C15H19ClN2OS",
  "method": "wB97M-V/def2-TZVPD",
  "homo_ev": -8.24,
  "largest_force_ha_per_bohr": 0.35691,
  "homo_lumo_gap_ev": 8.4,
  "symbols": ["O", "C", "N", "N", "C", "C", "H", "H", "C", "C", "C", "C", "C", "H", "H", "H", "H", "H", "H", "H", "H", "H", "H", "H", "C", "H", "H", "S", "C", "C", "C", "C", "C", "C", "H", "H", "Cl", "H", "H"],
  "xyz": [[-2.102, -2.546, 2.064], [-1.272, -2.468, 1.013], [-0.094, -1.679, 1.077], [0.686, -1.701, 0.058], [1.751, -1.210, 0.043], [2.543, -1.094, -0.970], [3.329, -1.844, -0.713], [1.985, -1.335, -1.991], [3.124, 0.407, -1.407], [2.208, 1.468, -1.103], [2.101, 2.259, 0.355], [1.427, 1.231, 1.275], [2.199, -0.441, 1.288], [1.911, -0.692, 2.356], [3.252, -0.181, 1.273], [0.391, 1.001, 1.302], [1.676, 1.434, 2.414], [1.569, 2.949, 0.430], [3.292, 2.392, 0.568], [2.393, 2.388, -1.642], [1.125, 1.160, -1.458], [3.939, 0.659, -0.536], [3.507, 0.505, -2.294], [-0.121, -1.305, 2.189], [-1.730, -2.875, -0.584], [-0.844, -2.823, -1.061], [-1.891, -4.301, -0.254], [-3.283, -2.218, -0.982], [-3.207, -0.689, -0.488], [-1.922, -0.009, -0.830], [-1.839, 1.488, -0.659], [-2.951, 2.014, -0.153], [-4.069, 1.411, 0.278], [-4.222, -0.104, -0.052], [-5.139, -0.583, 0.196], [-4.885, 2.100, 0.746], [-2.745, 3.729, 0.174], [-0.949, 1.940, -0.576], [-1.145, -0.440, -1.347]],
  "forces_ev_per_a": [[4.895, 0.301, -5.576], [-4.228, 1.328, 2.293], [-5.898, -1.755, 6.248], [-6.091, -3.807, -2.590], [1.942, 5.429, 9.527], [5.809, 1.055, -11.161], [0.358, 0.675, -1.180], [1.128, -0.395, 2.099], [0.880, -2.422, 10.050], [-5.372, 4.077, 0.232], [10.043, -15.279, -1.585], [4.129, -2.770, 3.991], [-1.073, 3.601, 0.989], [0.353, -0.586, -1.680], [0.163, -0.286, 0.066], [-1.053, 0.427, -0.909], [-0.571, 0.093, -2.090], [-7.699, 11.770, -0.005], [-3.108, 0.098, 0.151], [0.363, -0.210, -1.209], [1.622, 0.658, 0.782], [-0.820, -0.909, -2.458], [2.187, -0.222, -4.977], [1.226, -0.864, -3.746], [-1.107, -5.088, 7.249], [2.243, 0.442, -2.499], [0.286, 4.317, -1.430], [-1.320, -5.579, -1.985], [9.098, 1.458, -3.070], [-3.213, 5.772, 1.661], [-1.076, -9.051, -0.786], [-1.275, 2.871, 1.755], [-3.033, -2.426, -0.550], [-4.977, 8.542, 4.316], [-0.493, -0.315, 0.139], [1.429, -1.842, -0.894], [-0.369, 0.599, 0.201], [3.041, 1.769, -0.667], [1.580, -1.472, -0.702]]
}


Record 2
{
  "formula": "C15H19F16O7PS",
  "method": "wB97M-V/def2-TZVPD",
  "homo_ev": -8.38,
  "largest_force_ha_per_bohr": 0.08382,
  "homo_lumo_gap_ev": 8.8,
  "symbols": ["C", "P", "C", "O", "S", "O", "O", "C", "C", "C", "O", "O", "H", "H", "H", "H", "H", "H", "H", "H", "H", "H", "H", "C", "C", "C", "F", "F", "F", "F", "O", "C", "C", "F", "F", "F", "F", "H", "H", "H", "H", "C", "C", "C", "F", "F", "F", "F", "O", "C", "C", "F", "F", "F", "F", "H", "H", "H", "H"],
  "xyz": [[0.771, 1.068, 2.780], [0.163, 2.777, 2.506], [1.575, 3.952, 2.487], [-0.889, 3.224, 3.792], [-2.371, 2.658, 3.349], [-2.857, 1.855, 4.423], [-3.255, 4.046, 3.360], [-4.541, 3.851, 2.772], [-4.528, 3.071, 1.447], [-4.890, 1.612, 1.569], [-4.709, 0.906, 0.666], [-5.387, 1.136, 2.734], [1.259, 0.773, 1.856], [-0.053, 0.377, 2.920], [1.479, 0.951, 3.599], [1.882, 4.245, 3.489], [2.437, 3.497, 2.009], [1.309, 4.817, 1.899], [-4.910, 4.845, 2.547], [-5.258, 3.432, 3.468], [-5.307, 3.512, 0.827], [-3.603, 3.214, 0.906], [-4.729, 0.500, 3.035], [-3.008, 0.009, -2.616], [-3.558, -0.938, -3.693], [-3.427, -2.434, -3.415], [-2.135, -2.805, -3.276], [-3.939, -3.134, -4.457], [-3.004, -0.625, -4.886], [-4.889, -0.670, -3.807], [-1.701, 0.525, -2.819], [-0.619, -0.233, -2.445], [0.226, -0.665, -3.643], [-0.504, -1.360, -4.533], [1.233, -1.473, -3.217], [-1.004, -1.283, -1.696], [0.149, 0.550, -1.655], [-3.644, 0.890, -2.640], [-3.129, -0.398, -1.612], [-3.978, -2.712, -2.512], [0.653, 0.201, -4.151], [3.517, -2.268, -1.057], [3.486, -1.257, 0.100], [4.724, -0.383, 0.281], [5.827, -1.118, 0.525], [4.543, 0.441, 1.346], [3.190, -1.904, 1.248], [2.440, -0.416, -0.146], [3.877, -3.601, -0.740], [5.213, -3.925, -0.659], [5.625, -4.318, 0.760], [5.354, -3.327, 1.633], [6.958, -4.547, 0.799], [5.975, -2.930, -1.152], [5.403, -4.994, -1.460], [2.489, -2.348, -1.405], [4.077, -1.891, -1.913], [4.897, 0.237, -0.605], [5.096, -5.218, 1.078]],
  "forces_ev_per_a": [[0.547, 0.601, 1.004], [-0.843, -0.019, -2.508], [-0.062, -0.421, 1.231], [0.032, -0.046, 0.101], [0.192, 0.205, -1.114], [-0.301, -0.592, 1.213], [1.084, -0.125, 0.424], [-0.480, 0.467, -0.785], [-1.113, 0.640, 1.203], [0.347, 1.773, 1.421], [0.671, -2.675, -3.312], [0.046, 0.703, 0.696], [0.125, 0.144, -0.244], [-0.313, 0.076, 0.085], [0.033, -0.120, 0.102], [0.118, 0.198, 0.085], [-0.026, -0.380, -0.099], [-0.267, 0.226, 0.000], [0.246, 0.330, 0.109], [0.202, -0.347, 0.252], [-0.138, 0.027, -0.146], [0.207, -0.289, -0.118], [-0.246, -0.441, 0.306], [-0.399, 0.489, 0.462], [0.421, 0.580, -0.283], [-0.211, -0.535, -0.097], [-0.318, -0.059, -0.054], [-0.025, 0.155, 0.026], [-0.018, -0.167, -0.011], [-0.111, -0.224, 0.247], [0.163, -0.586, -0.428], [-0.681, 0.410, 0.644], [0.274, -0.071, -0.459], [0.129, 0.095, 0.064], [-0.002, 0.088, 0.109], [0.422, -0.013, 0.053], [0.253, -0.063, -0.144], [-0.023, 0.003, -0.164], [0.062, -0.201, -0.078], [0.020, 0.092, 0.017], [-0.004, 0.076, 0.150], [-0.481, -0.032, -0.593], [-0.227, -0.707, 0.162], [0.224, 0.469, 0.167], [-0.161, 0.283, 0.018], [-0.140, -0.059, -0.082], [0.063, 0.134, 0.078], [0.202, 0.237, -0.171], [0.444, 0.249, 0.562], [-0.473, 0.265, -0.754], [0.152, -0.190, 0.477], [-0.007, -0.180, -0.051], [-0.020, -0.030, -0.167], [0.256, -0.286, 0.048], [0.137, -0.176, 0.155], [-0.080, -0.004, 0.173], [0.179, 0.097, 0.165], [-0.055, -0.060, -0.023], [-0.030, -0.015, -0.125]]
}


Record 3
{
  "formula": "C15H19IN2O",
  "method": "wB97M-V/def2-TZVPD",
  "homo_ev": -5.49,
  "largest_force_ha_per_bohr": 0.11199,
  "homo_lumo_gap_ev": 3.3,
  "symbols": ["C", "C", "C", "C", "C", "C", "C", "N", "C", "C", "C", "C", "C", "C", "I", "C", "N", "C", "H", "H", "H", "H", "H", "H", "H", "H", "H", "H", "H", "H", "H", "H", "H", "H", "H", "H", "O", "H"],
  "xyz": [[2.684, -1.894, 3.225], [3.010, -1.668, 1.633], [3.692, -2.849, 0.690], [4.042, -2.702, -0.905], [3.651, -1.257, -1.644], [2.957, -0.065, -0.751], [2.470, 1.411, -1.368], [0.943, 1.442, -1.102], [0.498, 2.718, -0.456], [-1.131, 2.811, -0.086], [-1.919, 1.439, -0.520], [-3.540, 1.294, -0.213], [-4.288, 0.124, -1.084], [-4.174, -1.389, -0.429], [-4.067, -2.805, -2.149], [-1.150, 0.209, -1.259], [0.308, 0.318, -1.503], [2.638, -0.257, 0.880], [3.016, -2.973, 3.570], [1.499, -1.861, 3.361], [3.140, -1.042, 3.919], [3.924, -3.875, 1.243], [4.513, -3.621, -1.477], [3.840, -1.075, -2.796], [2.615, 1.361, -2.539], [3.014, 2.313, -0.857], [1.245, 3.612, -0.194], [-1.612, 3.740, 0.454], [-4.140, 2.293, -0.390], [-3.620, 1.015, 0.945], [-3.786, 0.099, -2.166], [-5.413, 0.421, -1.268], [-5.098, -1.635, 0.280], [-3.145, -1.533, 0.151], [-1.703, -0.797, -1.586], [2.112, 0.631, 1.479], [-3.803, 3.094, 2.818], [-3.222, 2.954, 2.093]],
  "forces_ev_per_a": [[-0.773, -0.064, -0.578], [0.597, 1.089, -4.062], [-0.606, 2.478, -1.315], [-2.246, 3.400, 2.787], [-0.936, -0.217, 3.909], [0.967, -2.712, 2.025], [0.627, -2.687, -0.450], [-0.039, 3.536, 1.346], [-4.865, -2.271, 0.077], [3.073, -4.313, -2.264], [1.182, 0.705, -0.364], [0.279, -0.488, 0.373], [0.597, -0.003, -0.830], [0.223, 1.206, 0.761], [-0.157, 0.568, 1.089], [2.248, 3.678, 1.391], [-4.767, 1.380, 1.557], [1.686, -3.150, -1.881], [-0.452, 2.376, -0.756], [2.594, 0.003, -0.331], [-0.824, -1.971, -1.696], [-0.483, 2.439, -1.425], [-1.111, 2.296, 1.248], [-0.415, -0.474, 2.711], [-0.223, 0.391, 2.491], [-1.314, -1.844, -1.062], [-1.599, -2.570, -0.855], [0.908, -2.168, -1.115], [1.680, -1.823, 0.581], [0.123, 1.021, -2.097], [-1.153, 0.043, 2.308], [2.286, -0.681, 0.589], [2.185, 0.397, -1.723], [-2.407, 0.301, -1.198], [1.548, 2.514, 0.701], [1.302, -2.180, -1.441], [-0.678, -0.043, 0.629], [0.944, -0.162, -1.131]]
}


Record 4
{
  "formula": "C15H19N3O2",
  "method": "wB97M-V/def2-TZVPD",
  "homo_ev": -8.03,
  "largest_force_ha_per_bohr": 0.04027,
  "homo_lumo_gap_ev": 8.3,
  "symbols": ["C", "N", "C", "C", "C", "C", "C", "C", "C", "C", "C", "H", "H", "H", "H", "H", "H", "H", "H", "H", "H", "H", "H", "H", "H", "C", "N", "C", "O", "N", "C", "O", "C", "C", "H", "H", "H", "H", "H"],
  "xyz": [[2.996, 0.094, -1.241], [1.597, -0.348, -1.425], [1.433, -1.494, -2.324], [0.606, 0.417, -1.009], [-0.807, 0.098, -1.197], [-1.336, -1.218, -1.151], [-2.668, -1.424, -1.480], [-3.494, -0.353, -1.860], [-4.938, -0.597, -2.160], [-2.959, 0.934, -1.950], [-1.644, 1.175, -1.595], [3.620, -0.730, -1.593], [3.203, 0.995, -1.845], [3.199, 0.320, -0.184], [2.391, -1.573, -2.839], [1.243, -2.426, -1.770], [0.621, -1.328, -3.057], [0.890, 1.473, -0.866], [-0.683, -2.073, -0.903], [-3.084, -2.433, -1.468], [-5.423, 0.301, -2.557], [-5.087, -1.404, -2.883], [-5.466, -0.888, -1.244], [-3.596, 1.748, -2.308], [-1.215, 2.179, -1.654], [1.894, -0.873, 4.361], [1.637, 0.144, 3.351], [1.484, -0.275, 2.014], [1.834, -1.435, 1.755], [0.953, 0.628, 1.123], [1.009, 1.974, 1.383], [0.961, 2.865, 0.476], [1.133, 2.365, 2.775], [1.402, 1.434, 3.708], [1.979, -0.367, 5.326], [1.067, -1.584, 4.376], [2.801, -1.428, 4.126], [1.009, 3.423, 3.020], [1.441, 1.687, 4.768]],
  "forces_ev_per_a": [[-0.437, 0.235, -0.126], [0.213, -0.108, -0.750], [-0.170, -0.244, 0.286], [1.182, 0.772, 0.394], [-0.810, -0.039, -0.533], [0.439, 0.417, -0.117], [-0.012, 0.219, 0.027], [0.424, -0.101, -0.027], [-0.453, 0.004, -0.071], [-0.323, -0.099, 0.039], [0.908, -0.634, 0.262], [0.101, 0.331, 0.315], [-0.093, -0.326, 0.232], [-0.200, -0.195, -0.322], [-0.334, -0.264, -0.196], [0.145, 0.229, -0.227], [0.420, -0.038, 0.442], [-0.536, -0.452, -0.094], [-0.528, 0.662, 0.029], [0.113, 0.258, 0.079], [0.084, -0.145, 0.089], [0.109, 0.055, 0.071], [0.027, 0.055, -0.125], [0.238, -0.238, 0.223], [-0.165, -0.331, 0.094], [-0.022, 0.028, -0.175], [-0.163, -0.135, 0.158], [-0.059, -0.326, -0.107], [-0.611, 0.807, -0.300], [0.660, -0.245, 0.125], [0.091, 1.179, -0.776], [-0.242, -1.692, 1.169], [-0.061, 0.574, 0.364], [-0.207, 0.620, -0.216], [0.036, -0.193, -0.122], [0.051, -0.016, 0.114], [-0.011, 0.102, 0.076], [0.046, -0.498, -0.033], [0.149, -0.228, -0.274]]
}


Record 5
{
  "formula": "C15H19N3O3",
  "method": "wB97M-V/def2-TZVPD",
  "smiles": "Cc1c(N(C)C)c(=O)n(-c2ccccc2)c(=O)n1CCO",
  "homo_ev": -8.43,
  "largest_force_ha_per_bohr": 0.04272,
  "homo_lumo_gap_ev": 9.0,
  "symbols": ["O", "O", "O", "C", "C", "C", "C", "C", "C", "C", "C", "C", "C", "N", "N", "N", "C", "C", "C", "C", "C", "H", "H", "H", "H", "H", "H", "H", "H", "H", "H", "H", "H", "H", "H", "H", "H", "H", "H", "H"],
  "xyz": [[0.183, -1.626, 1.667], [-1.531, 2.026, -0.324], [0.221, 3.561, -1.894], [0.101, -0.851, 0.732], [-0.768, 1.091, -0.312], [0.767, -1.258, -0.530], [0.698, -0.402, -1.607], [-2.141, 1.475, 4.642], [-2.969, 1.405, 3.542], [-0.783, 1.157, 4.486], [-2.410, 1.147, 2.268], [-0.264, 0.805, 3.252], [-1.076, 0.794, 2.117], [-0.532, 0.399, 0.851], [1.452, -2.490, -0.643], [-0.175, 0.695, -1.545], [1.516, -0.778, -2.852], [2.764, -2.622, 0.042], [0.698, -3.719, -0.792], [0.074, 2.777, -3.076], [-0.571, 1.378, -2.814], [-0.493, 3.339, -1.235], [-2.537, 1.677, 5.601], [-4.045, 1.575, 3.642], [-0.128, 1.178, 5.324], [-3.094, 1.114, 1.412], [0.773, 0.522, 3.176], [1.961, 0.135, -3.262], [2.330, -1.498, -2.655], [0.817, -1.222, -3.576], [3.374, -3.396, -0.477], [3.281, -1.646, -0.008], [2.588, -2.838, 1.114], [-0.166, -3.629, -1.500], [0.304, -4.022, 0.207], [1.351, -4.531, -1.167], [-0.558, 3.342, -3.810], [1.054, 2.627, -3.547], [-1.665, 1.550, -2.754], [-0.403, 0.758, -3.695]],
  "forces_ev_per_a": [[-0.386, 0.427, 0.411], [-0.553, 1.160, -0.050], [-0.416, -0.522, 0.236], [1.078, -1.852, 0.481], [-0.316, 0.225, -1.442], [-0.584, 1.412, -1.021], [0.359, -1.698, 0.951], [0.828, -0.733, -0.830], [0.347, 0.248, -0.946], [-0.720, 0.188, -0.526], [-1.072, -0.587, 0.045], [0.001, 0.042, -0.200], [-0.570, 0.560, 0.743], [0.904, -1.074, -1.210], [1.079, 0.455, -0.360], [1.138, -0.544, -0.020], [-0.679, 0.769, 0.191], [-0.981, 0.378, -0.027], [-0.623, -0.252, 0.619], [-0.483, -0.055, 0.471], [-1.115, 1.286, 0.600], [0.712, 0.133, -1.080], [-0.289, 0.264, 0.843], [0.428, 0.021, -0.136], [0.376, -0.006, 0.575], [0.456, 0.079, 0.310], [0.135, -0.029, -0.060], [-0.159, -0.110, -0.221], [-0.770, 0.430, 0.276], [0.373, 0.139, -0.086], [-0.418, 0.451, 0.540], [-0.165, -0.508, -0.101], [0.429, -0.257, -0.364], [0.775, 0.194, 0.565], [0.004, -0.157, -0.610], [-0.210, 0.470, 0.155], [0.334, -0.663, 0.392], [0.024, 0.261, 0.338], [0.570, -0.266, 0.123], [0.159, -0.277, 0.423]]
}


Record 6
{
  "formula": "C15H19N3O4S2",
  "method": "wB97M-V/def2-TZVPD",
  "homo_ev": -8.26,
  "largest_force_ha_per_bohr": 0.36318,
  "homo_lumo_gap_ev": 8.4,
  "symbols": ["C", "O", "C", "C", "C", "C", "C", "C", "O", "C", "H", "H", "H", "H", "C", "H", "H", "C", "N", "C", "N", "H", "H", "N", "S", "O", "O", "C", "C", "C", "C", "S", "H", "H", "H", "H", "H", "H", "H", "H", "H", "H", "H"],
  "xyz": [[-6.136, -1.379, -0.777], [-4.647, -1.570, -0.727], [-3.903, -0.437, -0.250], [-4.511, 0.662, 0.156], [-3.695, 1.503, 0.518], [-2.417, 1.369, 0.830], [-1.938, 0.096, 0.550], [-2.695, -0.741, -0.248], [-2.309, -1.962, -0.656], [-0.841, -2.303, -0.565], [-0.831, -3.053, -0.967], [-0.427, -1.441, -1.268], [-0.450, -2.440, 0.349], [-0.765, 0.144, 0.505], [-1.446, 2.525, 1.119], [-0.695, 2.084, 1.967], [-1.946, 3.099, 1.912], [-0.868, 3.232, 0.120], [0.102, 2.532, -0.825], [1.146, 2.173, -0.287], [1.805, 2.498, 0.643], [1.423, 3.469, 1.293], [2.851, 2.504, 0.739], [1.821, 1.309, -1.060], [3.210, 0.530, -1.038], [3.698, -0.338, -1.968], [4.158, 1.043, -0.144], [2.637, -0.646, 0.352], [1.977, -0.628, 1.725], [1.748, -1.838, 2.330], [2.024, -2.781, 1.454], [2.681, -2.500, -0.137], [1.891, -3.883, 1.774], [1.247, -1.975, 3.214], [1.878, 0.322, 2.032], [1.400, 1.134, -1.990], [-0.258, 4.179, 0.229], [-1.642, 3.644, -0.345], [-4.155, 2.675, 0.986], [-5.739, 1.028, 0.212], [-6.484, -2.387, -1.121], [-6.808, -1.124, 0.344], [-6.518, -0.597, -1.513]],
  "forces_ev_per_a": [[-0.880, -0.314, 1.508], [-3.359, 1.834, 0.397], [-10.460, -4.894, -3.207], [-10.294, -2.001, -1.877], [1.369, 13.888, 6.133], [3.791, -0.825, -0.841], [4.974, 2.206, -1.331], [9.003, -2.142, 2.463], [1.606, -1.074, 0.339], [-3.218, 16.920, 1.809], [0.417, -14.538, -8.269], [0.173, -1.991, 1.894], [1.187, 0.543, 3.610], [-2.193, -1.101, 0.485], [-0.962, -5.167, 9.525], [-0.879, 0.396, -2.229], [-0.386, 0.871, -0.823], [6.736, 2.931, -4.508], [-6.338, 0.647, 0.073], [-2.937, -1.735, -7.569], [6.133, 9.075, 15.127], [1.177, -4.087, -2.683], [-1.578, -0.787, -0.608], [1.891, -2.976, -7.815], [-2.181, -3.063, 10.440], [0.187, -1.737, -5.800], [2.577, 4.394, 0.422], [-2.563, -3.970, 1.758], [3.568, 0.631, -6.612], [0.143, 1.252, -1.838], [0.500, -6.328, -0.847], [-0.659, 3.196, 2.758], [0.259, 1.741, -0.858], [-0.766, -0.383, 2.089], [-0.692, 3.039, 1.800], [-0.357, 0.406, 0.897], [-0.720, -0.474, 1.639], [-3.107, 1.436, -3.343], [1.169, -3.245, -1.718], [3.845, -1.959, -0.580], [0.239, 1.016, 0.395], [2.597, -0.794, -3.110], [0.988, -0.841, 0.904]]
}